2 unconnected molecules or ions with the total composition C2H3N2O3 at a distorted geometry. Source: OMol25; level of theory: ωB97M-V/def2-TZVPD.

Summary:
M   103.1 g mol⁻¹
ΔE to the lowest compared entry with this formula, charge and spin   807.5 kJ/mol

```
! wB97M-V def2-TZVPD RIJCOSX def2/J DEFGRID3
* xyz -1 1
C 0.107 -0.557 0.720
C 0.950 -0.386 -0.319
N -1.667 0.973 1.294
N 2.193 -1.205 -0.306
O -2.450 1.183 0.334
O 2.483 -1.854 0.669
O 2.867 -1.267 -1.310
H 0.582 -1.341 1.419
H 0.791 0.030 -1.262
H -0.932 1.717 1.240
*
```

Results of the Löwdin charge analysis, in e, for atoms 1 through 8: atom 1 (C): -0.015, atom 2 (C): -0.196, atom 3 (N): -0.119, atom 4 (N): -0.470, atom 5 (O): -0.260, atom 6 (O): -0.020, atom 7 (O): -0.013, atom 8 (H): 0.028



A gas-phase ion, C2H3N2OS (charge -1) at a distorted geometry. Source: OMol25; level of theory: ωB97M-V/def2-TZVPD.

Summary:
M   103.1 g mol⁻¹
ΔE to the lowest compared entry with this formula, charge and spin   295.0 kJ/mol
SMILES   O=NC/C=N\[S-]

```
! wB97M-V def2-TZVPD RIJCOSX def2/J DEFGRID3
* xyz -1 1
O -0.247 -1.685 -1.687
N -0.722 -0.883 -0.819
C 0.076 0.308 -0.623
C 0.531 0.498 0.790
N -0.044 0.022 1.792
S -1.222 -1.131 1.864
H -0.523 1.143 -0.920
H 1.016 0.349 -1.448
H 1.134 1.378 1.050
*
```

Results of the Löwdin charge analysis, in e, for atoms 1 through 8: atom 1 (O): -0.167, atom 2 (N): -0.184, atom 3 (C): -0.285, atom 4 (C): -0.386, atom 5 (N): -0.579, atom 6 (S): 0.301, atom 7 (H): 0.080, atom 8 (H): 0.143



C2H3N2P in the gas phase at a distorted geometry. Source: OMol25; level of theory: ωB97M-V/def2-TZVPD.

Summary:
M   86.0 g mol⁻¹
ΔE to the lowest compared entry with this formula, charge and spin   420.0 kJ/mol

```
! wB97M-V def2-TZVPD RIJCOSX def2/J DEFGRID3
* xyz 0 1
C -1.071 1.199 1.240
C 0.361 0.197 -0.380
N -0.800 -1.874 1.240
N -0.395 0.997 0.288
P 0.147 -1.492 0.168
H -2.006 1.544 1.597
H 1.053 0.552 -1.118
H 1.094 -2.102 -0.666
*
```

Want to see where the charge sits? The Löwdin charges in e are: atom 1 (C): 0.142, atom 2 (C): -0.378, atom 3 (N): -0.363, atom 4 (N): -0.120, atom 5 (P): 0.643, atom 6 (H): 0.071, atom 7 (H): 0.050, atom 8 (H): -0.044



C2H3N2PS in the gas phase at a distorted geometry. Source: OMol25; level of theory: ωB97M-V/def2-TZVPD.

Summary:
M   118.1 g mol⁻¹
ΔE to the lowest compared entry with this formula, charge and spin   92.0 kJ/mol
SMILES   Pc1ncsn1

```
! wB97M-V def2-TZVPD RIJCOSX def2/J DEFGRID3
* xyz 0 1
P -0.308 -0.896 1.893
C -0.247 -0.245 0.222
N 0.376 0.735 -0.256
C 0.279 0.863 -1.561
S -0.629 -0.467 -2.241
N -0.866 -1.121 -0.864
H -0.542 0.334 2.563
H 1.166 -0.905 2.298
H 0.772 1.702 -2.055
*
```

Results of the Löwdin charge analysis, in e, for atoms 1 through 8: atom 1 (P): 0.791, atom 2 (C): -0.762, atom 3 (N): -0.049, atom 4 (C): -0.411, atom 5 (S): 0.952, atom 6 (N): -0.404, atom 7 (H): -0.121, atom 8 (H): -0.069



A gas-phase ion, C2H3N2S2 (charge +1) at a distorted geometry. Source: OMol25; level of theory: ωB97M-V/def2-TZVPD.

Summary:
M   119.2 g mol⁻¹
ΔE to the lowest compared entry with this formula, charge and spin   140.5 kJ/mol

```
! wB97M-V def2-TZVPD RIJCOSX def2/J DEFGRID3
* xyz 1 1
C -0.765 -0.483 0.143
C 1.848 -0.927 0.092
N 0.745 -1.385 0.339
N -0.410 0.784 0.123
S 3.280 -0.442 -0.133
S -2.175 -1.143 -0.156
H 0.426 -2.378 0.441
H 0.613 1.007 0.088
H -1.070 1.468 -0.221
*
```

Results of the Löwdin charge analysis, in e, for atoms 1 through 8: atom 1 (C): -0.802, atom 2 (C): -0.729, atom 3 (N): 0.087, atom 4 (N): 0.099, atom 5 (S): 1.040, atom 6 (S): 0.868, atom 7 (H): 0.182, atom 8 (H): 0.118



A molecular structure, C2H3N3 at a distorted geometry. Source: OMol25; level of theory: ωB97M-V/def2-TZVPD.

Summary:
M   69.1 g mol⁻¹
ΔE to the lowest compared entry with this formula, charge and spin   545.2 kJ/mol

```
! wB97M-V def2-TZVPD RIJCOSX def2/J DEFGRID3
* xyz 0 1
N 1.104 0.267 0.463
C 0.278 -0.544 -0.210
C -1.085 -0.288 0.188
N 0.094 1.410 -0.184
N -1.143 1.037 0.126
H 2.068 0.356 0.145
H 0.607 -1.299 -0.915
H -1.923 -0.938 0.387
*
```

Want to see where the charge sits? The Löwdin charges in e are: atom 1 (N): 0.089, atom 2 (C): -0.147, atom 3 (C): -0.197, atom 4 (N): -0.032, atom 5 (N): -0.024, atom 6 (H): 0.112, atom 7 (H): 0.120, atom 8 (H): 0.080



C2H3N3 in the gas phase at a distorted geometry. Source: OMol25; level of theory: ωB97M-V/def2-TZVPD.

Summary:
M   69.1 g mol⁻¹
ΔE to the lowest compared entry with this formula, charge and spin   436.0 kJ/mol

```
! wB97M-V def2-TZVPD RIJCOSX def2/J DEFGRID3
* xyz 0 1
C 0.025 1.102 -0.055
C -1.626 -0.609 -0.097
N -1.108 0.413 -0.093
N 1.176 0.463 0.004
N 1.319 -0.784 -0.145
H -0.094 2.107 -0.254
H -1.834 -1.473 0.492
H 2.141 -1.220 0.149
*
```

Want to see where the charge sits? The Löwdin charges in e are: atom 1 (C): -0.255, atom 2 (C): 0.133, atom 3 (N): 0.024, atom 4 (N): -0.088, atom 5 (N): 0.027, atom 6 (H): 0.074, atom 7 (H): 0.077, atom 8 (H): 0.008



C2H3N3O in the gas phase. Source: OMol25; level of theory: ωB97M-V/def2-TZVPD.

Summary:
M   85.1 g mol⁻¹
ΔE to the lowest compared entry with this formula, charge and spin   149.3 kJ/mol
SMILES   Oc1c[nH]nn1

```
! wB97M-V def2-TZVPD RIJCOSX def2/J DEFGRID3
* xyz 0 1
O 2.007 0.296 -0.125
C 0.717 -0.030 0.048
C -0.340 0.799 0.261
N -1.415 -0.043 0.198
N -1.023 -1.307 -0.038
N 0.267 -1.312 -0.076
H 2.462 -0.513 -0.397
H -0.453 1.853 0.453
H -2.222 0.257 -0.325
*
```

Results of the Löwdin charge analysis, in e, for atoms 1 through 8: atom 1 (O): 0.069, atom 2 (C): -0.423, atom 3 (C): -0.034, atom 4 (N): -0.027, atom 5 (N): -0.017, atom 6 (N): 0.055, atom 7 (H): 0.113, atom 8 (H): 0.118



C2H3N3O in the gas phase at a distorted geometry. Source: OMol25; level of theory: ωB97M-V/def2-TZVPD.

Summary:
M   85.1 g mol⁻¹
ΔE to the lowest compared entry with this formula, charge and spin   292.9 kJ/mol
SMILES   [H]/N=c1/[nH]nco1

```
! wB97M-V def2-TZVPD RIJCOSX def2/J DEFGRID3
* xyz 0 1
H -2.368 1.033 0.325
N -1.822 0.643 -0.497
C -0.554 0.322 -0.345
N 0.430 -0.192 -1.103
N 1.493 -0.654 -0.264
C 0.962 -0.437 0.955
O -0.266 0.275 0.902
H 0.736 -0.154 -2.004
H 1.391 -0.835 2.032
*
```

Results of the Löwdin charge analysis, in e, for atoms 1 through 8: atom 1 (H): 0.065, atom 2 (N): 0.081, atom 3 (C): -0.584, atom 4 (N): 0.097, atom 5 (N): 0.089, atom 6 (C): -0.096, atom 7 (O): 0.052, atom 8 (H): 0.112



C2H3N3O in the gas phase at a distorted geometry. Source: OMol25; level of theory: ωB97M-V/def2-TZVPD.

Summary:
M   85.1 g mol⁻¹
ΔE to the lowest compared entry with this formula, charge and spin   521.0 kJ/mol
SMILES   [O-]/[NH+]=C/C1N=N1

```
! wB97M-V def2-TZVPD RIJCOSX def2/J DEFGRID3
* xyz 0 1
O 2.582 0.010 -0.387
N 1.321 0.184 -0.143
C 0.152 -0.448 -0.560
C -1.119 -0.079 0.101
N -2.302 0.061 -0.796
N -2.243 -0.915 -0.085
H 1.224 0.972 0.496
H 0.466 -1.278 -1.300
H -1.151 0.651 0.992
*
```

Results of the Löwdin charge analysis, in e, for atoms 1 through 8: atom 1 (O): -0.117, atom 2 (N): -0.164, atom 3 (C): -0.015, atom 4 (C): -0.351, atom 5 (N): 0.125, atom 6 (N): 0.073, atom 7 (H): 0.145, atom 8 (H): 0.156



C2H3N3O in the gas phase at a distorted geometry. Source: OMol25; level of theory: ωB97M-V/def2-TZVPD.

Summary:
M   85.1 g mol⁻¹
ΔE to the lowest compared entry with this formula, charge and spin   299.6 kJ/mol
SMILES   On1cnnc1

```
! wB97M-V def2-TZVPD RIJCOSX def2/J DEFGRID3
* xyz 0 1
O 1.809 0.276 0.080
N 0.421 -0.005 0.120
C -0.340 -0.907 -0.573
N -1.557 -0.649 -0.303
N -1.660 0.346 0.596
C -0.438 0.742 0.862
H 2.047 0.081 -0.856
H -0.051 -1.491 -1.333
H -0.230 1.606 1.407
*
```

Results of the Löwdin charge analysis, in e, for atoms 1 through 8: atom 1 (O): 0.046, atom 2 (N): -0.104, atom 3 (C): -0.148, atom 4 (N): -0.006, atom 5 (N): 0.014, atom 6 (C): -0.130, atom 7 (H): 0.129, atom 8 (H): 0.088



C2H3N3O in the gas phase at a distorted geometry. Source: OMol25; level of theory: ωB97M-V/def2-TZVPD.

Summary:
M   85.1 g mol⁻¹
ΔE to the lowest compared entry with this formula, charge and spin   86.5 kJ/mol
SMILES   Oc1nnc[nH]1

```
! wB97M-V def2-TZVPD RIJCOSX def2/J DEFGRID3
* xyz 0 1
O 1.405 -0.288 1.385
C 0.337 -0.280 0.563
N -0.840 -0.832 0.712
N -1.596 -0.442 -0.405
C -0.846 0.334 -1.143
N 0.456 0.428 -0.606
H 1.297 -1.015 2.016
H -1.126 0.812 -2.092
H 0.986 1.306 -0.474
*
```

Results of the Löwdin charge analysis, in e, for atoms 1 through 8: atom 1 (O): 0.092, atom 2 (C): -0.492, atom 3 (N): 0.058, atom 4 (N): 0.008, atom 5 (C): -0.186, atom 6 (N): 0.115, atom 7 (H): 0.124, atom 8 (H): 0.115